1.
Here is a cluster of 3 separate species, C16H34Br4NO in total from the OMol25 dataset. Energies are from wB97M-V/def2-TZVPD.

CARTESIAN COORDINATES (ANGSTROEM)
Br -1.3446 -2.7236 -6.3213
Br 5.6957 1.5564 0.4390
Br -1.0121 -2.8137 -2.6859
Br 5.2681 -2.0813 0.2391
O -4.3574 -1.7195 2.6639
N -2.4327 1.3874 -1.1955
C -4.7675 0.3985 1.5076
C -3.7230 -2.4884 1.6765
C -0.3352 0.7547 -0.0678
C 2.0194 -0.0883 -0.1517
C 6.9103 -1.0436 0.3380
C 2.0761 1.2169 2.4248
C 1.1619 1.1717 -0.0112
C -0.9386 1.0860 -1.4386
C -1.3302 1.4407 0.8621
C -2.6602 1.0226 0.2617
C -0.0721 -1.7797 -5.2024
C -3.9618 1.5282 0.8615
C 1.5513 2.0066 1.2272
C 6.7672 0.1457 1.2482
C -4.0277 -0.3596 2.6154
C 0.3834 -2.6121 -4.0342
H 0.7743 -1.5392 -5.8414
H 1.8779 -0.7651 0.6895
H -0.5227 1.9922 -1.8700
H -2.9380 -0.2485 2.5353
H -0.5589 -0.8618 -4.8875
H 3.0118 0.7174 2.1864
H -3.0089 0.7878 -1.7817
H -3.7623 2.3252 1.5756
H -2.6497 2.3581 -1.3985
H 2.3406 2.6949 0.9195
H 1.2224 -2.1397 -3.5280
H -1.2720 1.1796 1.9154
H -5.6862 0.8060 1.9225
H 0.6589 -3.6191 -4.3285
H 1.7194 -0.6330 -1.0512
H -2.6405 -0.0714 0.2257
H 2.2845 1.9117 3.2382
H -1.2207 2.5275 0.8005
H -3.9113 -2.1124 0.6631
H 0.7271 2.6347 1.5596
H 3.0727 0.1555 -0.2523
H 7.1615 -0.7582 -0.6779
H -0.3932 -0.3217 0.0907
H 7.7382 0.5937 1.4441
H -2.6416 -2.5317 1.8437
H 6.2877 -0.1090 2.1873
H 7.6663 -1.7235 0.7231
H 1.3511 0.4950 2.8011
H -4.1244 -3.4954 1.7281
H -0.8721 0.2866 -2.1695
H 1.3987 1.7765 -0.8893
H -4.3109 0.0529 3.5818
H -5.0665 -0.3056 0.7285
H -4.5833 1.9346 0.0597

Forces on the atoms, in the same order (eV/Å):
-0.0007 0.0449 0.0549
-0.0318 -0.0189 0.0340
-0.0063 0.1104 0.0344
0.0047 0.0286 -0.0317
-0.2557 -0.1449 0.0381
0.4020 -0.8435 0.0671
0.0651 -0.0307 0.0257
0.0619 -0.1194 -0.1028
0.2800 0.5381 -0.1019
-0.2109 0.0433 -0.2907
-0.0415 -0.0873 0.0307
-0.1280 0.3116 0.0572
0.0566 -0.2978 0.2879
-0.3370 0.1879 -0.2912
-0.1461 0.1457 0.0434
0.3546 -0.1663 0.1854
-0.0796 -0.0877 -0.1239
-0.1735 -0.1344 -0.2728
0.3458 -0.1215 -0.0049
0.0119 0.0963 -0.0318
0.0404 0.1797 0.1541
0.0345 0.0326 0.0715
0.0286 -0.0204 0.0170
0.0869 0.0059 0.0694
0.1283 0.0224 0.0602
0.0775 -0.0012 -0.0915
0.0391 0.0382 0.0160
-0.0230 -0.1638 0.0013
-0.1140 0.1931 -0.1626
0.0296 0.1212 -0.0078
-0.0879 0.1109 0.0712
0.0171 0.0288 0.0002
-0.0087 0.0137 0.0088
0.1509 -0.1731 0.0012
-0.1062 0.0276 -0.0724
0.0015 -0.0145 -0.0199
0.0376 -0.0398 -0.0502
-0.2726 -0.0029 0.0716
0.0095 -0.0080 0.0495
-0.0864 0.0799 0.0251
-0.0027 0.0386 -0.0279
-0.0645 0.1033 -0.0891
0.1170 -0.0299 0.1116
0.0165 0.0180 -0.0083
-0.0899 -0.1071 0.0408
0.0138 -0.0059 -0.0289
0.0853 0.0351 -0.0016
0.0050 -0.0205 0.0161
-0.0019 0.0040 0.0306
0.0117 -0.1568 -0.0338
-0.0212 -0.0524 0.0651
-0.0144 -0.1169 -0.0143
-0.2453 0.1767 -0.0325
0.0461 0.0236 0.0791
0.0150 -0.0467 0.0038
-0.0248 0.2522 0.0695

Properties
Charge   +1
HOMO level   -12.18 eV
HOMO-LUMO gap   0.3419 Eh
Energy   -300844.9084 eV



2.
Here is a structure of composition C16H34CoO3P2S from the OMol25 dataset. Energies are from wB97M-V/def2-TZVPD.

CARTESIAN COORDINATES (ANGSTROEM)
Co 2.1811 -0.8800 0.8931
S 0.7188 -0.0845 3.1901
P 1.8935 -2.2604 -0.5193
P 1.3302 0.6610 -0.8542
O 0.0018 1.1643 3.2392
O -0.0079 -1.1833 2.5147
O 2.1414 0.0863 2.6269
C 0.5443 -3.4352 -0.2164
C 3.6747 -2.5079 -1.0522
C 0.2490 1.7139 -2.0714
C -4.5367 1.4056 -1.2331
C -2.1936 1.8042 0.9610
C -2.4293 -0.1104 -0.8921
C 1.0977 -1.6903 -2.0971
C -4.1514 2.8973 -1.0371
C -1.9827 0.3516 0.5325
C -3.5005 0.3734 -1.5885
C 1.1771 -0.6177 4.8725
C -2.7202 3.2775 -0.9973
C 2.6096 1.9255 -0.6078
C 2.4775 -2.7491 2.2240
C 1.7298 -0.3821 -2.4535
C -1.8507 2.8499 -0.0657
H -1.3414 1.9470 1.6462
H 0.4002 -0.4578 5.6303
H -2.3720 -0.3126 1.3449
H -0.6198 1.1249 -2.4177
H 1.2390 -2.5090 -2.8245
H -4.6906 3.2663 -0.1531
H -5.1502 1.4134 -2.1646
H -5.2358 1.0860 -0.4109
H -0.1618 2.6277 -1.6317
H -4.5844 3.3768 -1.9260
H 3.8280 -3.5645 -1.1407
H 1.2527 -0.0174 -3.3867
H 2.4269 2.3930 0.3698
H 2.5232 -3.7577 1.7674
H 2.0908 -0.0510 5.1133
H 4.3427 -2.0984 -0.2584
H 1.4443 -1.6750 4.7631
H -3.1448 1.9240 1.5198
H 3.9271 -1.9038 -1.9700
H 2.4837 2.6778 -1.3919
H 3.1491 -2.6030 3.0919
H -0.3707 -2.9045 0.1233
H -1.9193 -1.0007 -1.2248
H 1.4617 -2.4902 2.5617
H -2.4634 4.0659 -1.7046
H -0.8849 0.2108 0.4867
H -0.8402 3.2897 0.0273
H -3.7691 -0.1544 -2.5325
H 0.8379 1.9980 -2.9721
H 0.0059 -1.5488 -1.9248
H 0.8791 -4.1106 0.5670
H 3.6130 1.4986 -0.6148
H 2.8228 -0.3876 -2.5647
H 0.3671 -3.9625 -1.1665

Forces on the atoms, in the same order (eV/Å):
0.2106 1.8398 4.3750
0.5402 -0.3739 0.4289
-0.9688 -0.7372 -3.5106
-1.2547 1.0045 -3.3635
0.2484 -0.0539 0.1632
0.7367 1.2580 0.4809
-1.3195 0.1549 -0.0930
0.6859 -1.3594 0.2547
-0.1075 0.4582 0.0846
-0.4486 0.3828 0.2629
-0.9747 -0.1140 -0.5827
1.0905 0.2749 0.6472
-2.3679 1.4295 1.2571
0.6423 -0.7997 0.2002
-0.7776 -0.3302 -0.5722
0.3742 -0.7061 -1.3801
1.3315 -1.6988 0.3607
0.2066 0.1226 -0.5290
1.0241 0.4091 0.9600
0.2151 0.2954 0.0051
-0.5129 0.2238 -0.3744
0.1365 0.7274 0.4187
-1.1180 0.4807 -0.6115
-0.9589 -0.1781 0.5884
0.0815 -0.0450 -0.4971
0.3492 0.2909 -0.8213
0.4033 0.1589 0.2812
-0.1613 0.3962 -0.0648
0.2221 0.0930 -0.1891
-0.0425 -0.0497 0.8981
0.8837 0.0247 -0.6361
0.2952 -0.3823 -0.1350
0.0232 0.2948 0.5051
0.7089 -0.5289 -0.4119
0.5641 0.2842 0.7638
0.1107 -0.1156 -0.2051
0.1902 0.4739 0.5505
-0.5051 -0.1570 -0.0208
-0.6408 -0.5526 -0.2777
-0.1432 0.2187 0.1772
0.3995 0.2802 -0.5838
-0.6117 -1.0954 0.7141
0.3934 -0.0614 0.1631
0.1132 -0.0691 -0.8232
0.8314 0.0068 -0.2228
0.1051 -0.0446 -0.4249
0.4745 -0.8706 -0.2037
0.3430 -0.1465 0.1450
-0.5886 -0.1834 0.4273
-0.7179 -0.2824 -0.2267
0.5424 0.3423 0.6603
-0.0554 -0.2732 0.7637
0.7241 -0.1934 -0.0527
-0.5012 -0.3230 -0.0196
0.0796 0.1486 0.0049
-0.3171 -0.2893 -0.2182
-0.1871 -0.0604 0.5093

Properties
Energy above the lowest of the compared OMol25 structures with the same formula, charge and spin   287.4 kJ/mol
HOMO level (alpha / beta)   -6.48 / -8.17 eV
HOMO-LUMO gap (alpha / beta)   0.2515 / 0.3007 Eh
Spin multiplicity   4
Energy   -90319.9751 eV



3.
Here is a structure of composition C16H34CoP2 from the OMol25 dataset. Energies are from wB97M-V/def2-TZVPD.

CARTESIAN COORDINATES (ANGSTROEM)
Co 0.0165 -0.0355 2.4412
P 0.3227 1.8963 -1.3495
P -0.3809 -1.7977 -1.4836
C -0.4480 -0.5527 -2.8800
C 1.4493 -0.3120 0.2940
C 0.4012 0.7361 -2.8448
C -0.7762 1.3194 1.0594
C 1.8022 0.9479 1.1860
C -1.8910 -1.1092 1.0556
C -1.3614 2.5765 -1.6455
C 0.6855 -1.4904 0.9682
C 1.3378 -2.3940 -1.8031
C 0.4148 -1.2861 3.9475
C -0.6752 -2.0313 0.6851
C -0.2113 1.1391 3.9789
C 1.4404 3.3121 -1.7299
C -1.5713 0.2434 0.3115
C -1.3507 -3.2598 -2.0174
C 0.5944 1.9593 0.6174
H 0.6300 1.1300 4.6771
H -1.6179 3.1667 -0.7640
H -0.9857 -3.7035 -2.9563
H -0.4467 -1.3673 4.6513
H 1.4187 -2.9199 -2.7670
H -0.2324 -1.1566 -3.7718
H 2.4036 -0.6017 -0.1743
H 0.9335 0.0578 -0.6728
H 0.6767 -2.2938 3.5565
H -2.8588 -1.4920 0.6403
H -0.3754 2.1862 3.7155
H 1.1741 3.9167 -2.6152
H -2.4184 -3.0235 -2.1264
H 2.0310 -1.5453 -1.7876
H -0.7632 -3.1387 0.8823
H -1.4842 -0.2498 -2.9969
H 1.6265 -3.0352 -0.9633
H 1.2722 -0.8882 4.5372
H 2.4884 2.9892 -1.8285
H 2.8218 1.2939 0.9172
H 0.7179 3.0831 0.8585
H -2.1143 -0.8863 2.1711
H -1.3153 -4.0400 -1.2411
H -2.1006 1.7691 -1.6898
H -1.4422 3.1867 -2.5561
H -1.1602 -0.0365 -0.7272
H -1.0643 0.8411 4.5953
H -1.4648 2.0501 1.5327
H 0.1995 1.3546 -3.7363
H 1.4327 0.4147 -2.9824
H -2.5431 0.6450 -0.0433
H 1.4447 -2.2018 1.3862
H 1.8658 0.6404 2.3555
H 1.4514 3.9936 -0.8671

Forces on the atoms, in the same order (eV/Å):
-0.1437 -0.7544 0.9102
0.1864 1.8191 -0.5972
0.2846 -0.5674 0.2204
-0.6494 -0.2113 -1.3513
0.2812 -0.5807 -1.0087
0.9297 -0.7187 0.1649
0.6594 0.3541 1.5634
-1.1836 0.2892 -1.7338
0.4225 0.1652 -0.9355
-0.0130 0.0185 0.5643
1.0716 1.3157 2.4616
-0.2196 -0.0500 0.2358
0.5284 -0.8836 0.3638
0.3166 -0.6947 0.4961
-0.3273 1.0263 0.8915
0.3503 0.3845 -0.6116
-1.0211 0.7556 -1.3391
-0.3920 -0.2202 -0.7710
-1.0455 -1.5337 1.2363
0.1197 -0.0456 -0.1365
-0.0717 0.1413 -0.1275
-0.1721 0.1180 0.1413
0.4949 0.0458 -0.5541
-0.0479 0.0551 0.3074
0.2651 0.5888 -0.4284
0.1342 -0.4785 0.5440
0.5205 -0.7195 1.7233
-0.1834 0.5091 0.4248
0.7564 0.0706 0.2893
-0.0197 0.1539 -0.1901
0.0534 -0.4590 0.2245
0.2366 0.1038 -0.0907
-0.1907 -0.2742 -0.2350
-0.0435 1.2649 0.0540
-0.4033 -0.0819 0.0987
-0.0022 -0.0908 -0.2851
-0.4854 -0.4502 -0.3546
-0.3549 -0.1458 -0.1066
-0.5439 0.0243 0.2069
-0.3573 -1.8054 -0.3380
0.6077 -0.5861 -1.4065
0.2874 0.4382 -0.1700
0.3185 0.1552 -0.0840
0.3609 -0.2081 0.2592
-0.1681 0.3874 1.7528
-0.1380 -0.0624 -0.1062
0.5945 -0.2885 -0.4150
-0.2309 0.0710 0.4612
0.3238 0.2114 0.2712
0.0530 0.1258 0.6120
-0.9206 0.4460 -0.4951
-0.5628 1.1504 -2.3448
-0.2661 -0.2785 -0.2623

Properties
Energy above the lowest of the compared OMol25 structures with the same formula, charge and spin   534.2 kJ/mol
HOMO level (alpha / beta)   -4.23 / -6.14 eV
HOMO-LUMO gap (alpha / beta)   0.1620 / 0.2321 Eh
Spin multiplicity   4
Energy   -73336.3997 eV



4.
Here is a structure of composition C16H34CoP2 from the OMol25 dataset. Energies are from wB97M-V/def2-TZVPD.

CARTESIAN COORDINATES (ANGSTROEM)
Co -0.0563 -0.7268 3.0758
P 1.3546 -0.4665 -2.1135
P -1.3756 1.2890 -1.8218
C -0.3229 1.4453 -3.3544
C 1.4826 -0.5927 1.7489
C 1.3620 0.7178 1.0287
C 0.3423 1.7089 1.6536
C -1.2780 -0.8690 0.5174
C -1.2973 -0.6093 4.5633
C -0.8227 1.0259 2.2748
C -1.9698 3.0136 -1.8062
C 0.4493 0.1572 -3.6374
C 1.0675 -1.5971 4.3774
C 0.8325 -1.8160 1.5066
C -2.7768 0.3499 -2.5552
C -1.4882 -0.1251 1.8020
C 1.9484 -1.9946 -2.9421
C 2.8273 0.6410 -2.2686
C -0.2996 -2.0651 0.5847
H 3.2429 0.6053 -3.2851
H 0.3706 2.2911 -3.1878
H -1.1026 3.6727 -1.6614
H -3.5845 0.2772 -1.8173
H 0.0338 2.4490 0.8974
H -1.3155 1.6015 3.0646
H 2.5435 1.6764 -2.0305
H 1.3215 -2.7213 1.8803
H -2.4668 3.2605 -2.7535
H 0.4991 -2.4602 4.7740
H -0.9263 -0.1830 -0.2905
H -3.1534 0.8522 -3.4559
H 3.5952 0.3191 -1.5545
H 2.3431 1.2132 1.0843
H -1.5198 -1.6459 4.8638
H -0.8044 -0.0878 5.4021
H -2.2545 -1.2694 0.1989
H -2.6651 3.1473 -0.9698
H -2.2345 -0.0891 4.3121
H 1.0716 -2.5971 -3.2163
H -0.8592 -2.9526 0.9211
H 2.0276 -1.9442 3.9548
H -2.4557 -0.6682 -2.8159
H 0.0466 -2.2963 -0.4383
H 1.2049 0.3059 -4.4266
H 2.5717 -2.5686 -2.2487
H 2.4089 -0.6643 2.3233
H -2.4692 -0.3124 2.2451
H -0.2372 -0.6511 -3.9529
H 1.2546 -0.8747 5.1948
H -0.9978 1.7034 -4.1870
H 2.5223 -1.7534 -3.8465
H 1.1412 0.5932 -0.0478
H 0.8682 2.2852 2.4358

Forces on the atoms, in the same order (eV/Å):
0.1881 -0.2217 0.8341
-0.1875 -0.0282 -1.2803
0.6361 0.7016 -0.7928
-0.2077 0.0521 0.0821
0.6512 -0.7730 -0.0756
-0.2559 1.2406 -0.7045
0.9670 0.1634 -0.2260
0.5364 -0.3974 -1.3339
-0.8176 -0.5822 1.1211
-0.8139 0.2982 -0.4575
-0.4357 0.1095 -0.1354
0.0682 -0.0830 0.2541
0.7479 -0.2436 1.4537
0.9223 -0.1271 -0.3491
-0.1801 0.1256 0.0534
-0.8488 0.8430 0.2554
0.3214 -0.0707 0.0774
0.1073 -0.1290 0.0669
-1.0499 -0.0501 -0.4505
-0.0603 0.0314 0.2101
-0.2719 -0.3198 -0.1044
-0.2683 -0.1491 0.0031
0.0963 -0.0565 -0.1737
-0.0006 -0.0739 0.0023
0.0603 -0.3120 -0.2326
0.0817 -0.2909 -0.0134
-0.1218 0.3843 0.0688
0.0292 0.1733 0.2015
0.4469 0.3756 -0.0687
-0.2869 -0.7330 1.0596
0.0122 -0.1345 0.1274
-0.0984 0.1543 -0.1167
-0.1589 -0.1790 -0.1591
-0.1956 0.4215 0.1768
-0.2619 -0.2408 -0.2958
0.2329 0.2388 -0.0381
0.0966 0.1335 -0.1883
0.2947 -0.1816 0.0998
0.2587 0.0908 0.0984
0.2623 0.1706 0.0303
-0.4016 0.1487 0.2304
-0.0608 0.2600 0.1171
-0.0618 0.0125 0.1821
-0.3340 -0.1141 0.0625
-0.0592 -0.0326 -0.2008
-0.2786 -0.1430 -0.1390
0.3357 0.1065 0.0083
0.2643 0.3485 0.0621
0.1481 -0.5552 -0.1826
0.3321 0.0682 0.0668
-0.0845 -0.1706 0.1243
-0.0264 -0.0690 0.8025
-0.2692 -0.1909 -0.2137

Properties
Energy above the lowest of the compared OMol25 structures with the same formula, charge and spin   0.0 kJ/mol
HOMO level (alpha / beta)   -5.00 / -7.84 eV
HOMO-LUMO gap (alpha / beta)   0.2087 / 0.2998 Eh
Spin multiplicity   4
Energy   -73341.9366 eV